The following is a quantum chemistry calculation of a structure of composition C34H25BrFN3O7S2 in a non-equilibrium geometry, from the Open Molecules 2025 dataset.

Last column: Löwdin charge in e.
Element x y z (Å)
1 O -1.51611 2.20367 5.37586  -0.3415
2 S -3.03562 2.50139 5.33342  0.7881
3 O -3.38799 3.20301 6.70288  -0.4003
4 F -3.96705 1.05725 5.29891  -0.2281
5 N -3.46468 3.66700 4.08560  -0.6086
6 Br -2.64398 5.28091 4.69631  0.8204
7 C -2.76451 3.38671 2.77409  -0.3528
8 C -3.23967 1.99694 2.02511  -0.1504
9 C -1.90054 1.24943 1.35806  -0.2256
10 C -1.53345 -0.15407 2.12129  -0.4752
11 S 0.25459 -0.69578 1.97633  0.8492
12 C 1.31440 0.83725 2.18063  -0.4709
13 N 2.00500 1.43136 0.97143  0.0016
14 N 2.63912 2.55951 1.51635  -0.0280
15 C 2.35736 2.66741 3.02812  0.0069
16 O 1.48574 1.53372 3.46517  -0.0714
17 H -1.61018 3.45180 2.97705  0.0954
18 H -3.02209 4.29841 2.05020  0.1350
19 H -3.72000 1.21889 2.75564  0.1026
20 H -3.91829 2.27974 1.10155  0.1239
21 H -2.07340 0.97626 0.20958  0.1311
22 H -1.05747 2.06070 1.36917  0.0905
23 H -2.18587 -1.00033 1.59119  0.1072
24 H -1.87438 -0.15240 3.26093  0.0916
25 H 2.72458 3.51592 3.74655  0.1427
26 C 1.35412 -6.31869 2.93833  -0.0540
27 C 1.01447 -4.98411 2.71800  -0.0510
28 C -0.16669 -4.66599 2.04575  0.0048
29 C -1.00555 -5.68631 1.58128  -0.0835
30 C -0.65364 -7.02077 1.78001  -0.0848
31 C 0.52341 -7.33786 2.47047  0.0079
32 C -1.50578 -8.10526 1.25104  -0.2779
33 O -1.19919 -9.27779 1.42826  0.0985
34 C -2.72721 -7.75640 0.49838  -0.0851
35 C -3.51354 -8.77351 -0.05842  0.0077
36 C -4.67751 -8.45290 -0.76036  -0.0567
37 C -5.06363 -7.12012 -0.89992  -0.0582
38 C -4.27923 -6.10456 -0.35110  0.0055
39 C -3.10338 -6.42330 0.34109  -0.0859
40 C -2.26179 -5.34022 0.88700  -0.2765
41 O -2.59799 -4.16837 0.76079  0.0854
42 H 2.27002 -6.56657 3.47031  0.1089
43 H 1.66833 -4.18997 3.07153  0.1081
44 H -0.42800 -3.62182 1.88193  0.0834
45 H 0.79775 -8.37737 2.64130  0.1221
46 H -3.22084 -9.81679 0.04872  0.1220
47 H -5.28382 -9.24394 -1.19638  0.1081
48 H -5.97410 -6.87049 -1.44043  0.1078
49 H -4.58442 -5.06605 -0.46830  0.1204
50 C 5.60419 4.38097 -6.96918  -0.0603
51 C 4.97498 5.59347 -7.25016  -0.0603
52 C 4.02595 6.10907 -6.36598  0.0042
53 C 3.69583 5.40375 -5.20236  -0.0866
54 C 4.30698 4.17960 -4.93388  -0.0852
55 C 5.27212 3.67238 -5.81362  0.0052
56 C 3.93044 3.40319 -3.73493  -0.2781
57 O 4.46940 2.32946 -3.49650  0.0984
58 C 2.88950 3.93496 -2.83286  -0.0830
59 C 2.48155 3.18220 -1.72391  0.0112
60 C 1.50718 3.68367 -0.85821  -0.0804
61 C 0.94567 4.93876 -1.09133  -0.0548
62 C 1.34613 5.68836 -2.19838  0.0021
63 C 2.31311 5.18073 -3.07622  -0.0901
64 C 2.70396 5.96549 -4.26397  -0.2803
65 O 2.20760 7.06662 -4.47214  0.0916
66 H 6.35051 3.98358 -7.65358  0.1068
67 H 5.22459 6.13950 -8.15721  0.1067
68 H 3.54262 7.05878 -6.58926  0.1208
69 H 5.76338 2.72390 -5.60363  0.1211
70 H 2.91724 2.20275 -1.53295  0.1124
71 H 1.18811 3.09522 -0.00065  0.0473
72 H 0.19189 5.33279 -0.41312  0.1018
73 H 0.89978 6.66528 -2.37669  0.1193

Gap between HOMO and LUMO: 0.2691 Eh
Total energy: -5471.51791 hartree